A single C27H22Cl2F2N6O molecule. Source: the Open Molecules 2025 dataset; level of theory: the ωB97M-V functional and the def2-TZVPD basis.

Positions of all 60 atoms, in Å:
C -4.169 -2.776 -0.590
C 7.162 -1.207 0.135
H 1.502 -1.926 -0.510
C 5.657 0.684 -0.092
C -3.828 -4.113 -0.525
H 7.756 -1.974 -0.334
C 5.627 0.764 1.300
C -2.268 -2.240 0.773
C 7.110 -1.096 1.512
H -2.845 5.011 -0.129
H 5.080 1.508 -1.982
H 3.107 3.982 -1.666
H -4.436 -4.842 -1.040
C -3.714 -0.398 -0.005
C 6.341 -0.109 2.102
C -2.176 2.898 -0.091
H -5.026 -2.473 -1.173
H 1.763 4.275 -0.549
H 0.009 -1.045 -0.882
Cl 6.529 -0.506 -2.364
N 3.016 0.112 -0.610
N -2.715 0.461 -0.015
N 3.436 1.372 -0.708
Cl 4.672 1.987 2.056
H -1.070 -3.887 1.401
F -7.451 1.460 -1.073
H 0.581 -1.163 0.788
C 0.896 -1.063 -0.250
C -0.708 3.033 -0.151
C -3.083 3.966 -0.103
F -7.393 1.575 1.087
H 7.670 -1.782 2.128
C 4.837 1.634 -0.922
C -2.984 1.759 -0.055
H -2.877 -6.564 -0.476
H 3.397 4.042 0.080
H -1.678 -1.500 1.290
C 1.712 0.168 -0.424
C -2.353 -5.984 0.279
C -5.337 1.377 -0.042
C 2.426 2.273 -0.595
C -5.068 0.040 -0.026
C -3.388 -1.820 0.056
H -6.722 3.048 -0.092
H -2.624 -6.374 1.260
C -6.731 1.950 -0.035
H -0.675 1.020 -0.209
N -4.346 3.566 -0.085
C -1.939 -3.577 0.839
H 5.050 2.664 -0.627
O -0.179 4.130 -0.131
N -0.076 1.838 -0.246
C 2.691 3.730 -0.690
H 6.292 -0.014 3.175
H -5.878 -0.670 0.005
N -4.299 2.243 -0.059
C 1.276 1.516 -0.404
C -2.712 -4.534 0.190
C 6.436 -0.325 -0.652
H -1.281 -6.122 0.152

Output
- Kohn-Sham gap: 7.22 eV
- Energy: -2566.0245 a.u.
- SMILES: Cc1ccc(-c2cc(C(F)F)n3ncc(C(=O)Nc4c(C)nn(Cc5c(Cl)cccc5Cl)c4C)c3n2)cc1
- E_HOMO: -7.8 eV

Löwdin population analysis, charges in e, atoms 1 to 6: number 1, C, carries -0.021; number 2, C, carries -0.106; number 3, H, carries 0.081; number 4, C, carries -0.252; number 5, C, carries -0.035; number 6, H, carries 0.102